The following is a quantum chemistry calculation of a 3-piece molecular cluster, C22H37ClO8 overall, from OMol25.

Positions of all 68 atoms, in Å:
C: -2.274 -1.631 3.183
C: -2.320 -0.125 2.815
C: -1.237 0.730 3.472
O: -0.887 1.710 2.923
O: -0.721 0.378 4.698
C: 0.721 0.522 4.621
C: 1.407 -0.213 5.786
C: 1.204 -1.719 5.661
C: 1.899 -2.505 4.838
C: 3.007 -1.877 3.994
C: 3.442 -2.694 2.747
C: 4.412 -3.815 3.189
Cl: 4.384 -1.583 1.649
C: 1.516 -3.966 4.817
O: 1.642 -4.684 3.876
C: 0.880 -4.574 6.061
C: 0.222 -3.788 6.888
C: 0.124 -2.320 6.550
O: -0.773 -1.688 7.006
H: -2.943 -2.187 2.507
H: -1.260 -2.021 3.018
H: -2.642 -1.759 4.209
H: -2.166 -0.030 1.730
H: -3.296 0.331 3.038
H: 1.037 1.576 4.661
H: 1.016 0.142 3.631
H: 0.949 0.168 6.712
H: 2.482 0.010 5.845
H: 2.751 -0.869 3.641
H: 3.918 -1.742 4.609
H: 2.578 -3.061 2.186
H: 4.646 -4.464 2.335
H: 4.020 -4.417 4.017
H: 5.314 -3.307 3.569
H: 0.983 -5.652 6.196
H: -0.245 -4.222 7.775
C: -3.477 1.736 -4.277
O: -3.965 2.281 -3.063
C: -4.323 1.283 -2.117
C: -3.247 1.109 -1.062
O: -2.055 0.572 -1.619
C: -1.057 1.559 -1.837
H: -3.005 2.539 -4.842
H: -2.735 0.953 -4.102
H: -4.307 1.331 -4.867
H: -4.536 0.332 -2.615
H: -5.243 1.621 -1.629
H: -3.601 0.392 -0.315
H: -3.046 2.056 -0.552
H: -0.608 1.855 -0.883
H: -1.461 2.440 -2.340
H: -0.284 1.121 -2.468
C: 0.995 3.667 -8.909
O: 1.898 2.801 -8.241
C: 2.100 3.159 -6.881
C: 1.298 2.275 -5.946
O: -0.100 2.485 -6.100
C: -0.726 1.477 -6.875
H: 0.710 3.197 -9.850
H: 0.092 3.845 -8.320
H: 1.484 4.623 -9.128
H: 1.862 4.214 -6.717
H: 3.165 3.018 -6.669
H: 1.550 2.536 -4.914
H: 1.551 1.221 -6.099
H: -0.817 0.558 -6.285
H: -0.175 1.269 -7.794
H: -1.725 1.824 -7.139

As for the SMILES: CCC(=O)OCCC1=C(C[C@H](C)Cl)C(=O)C=CC1=O.COCCOC.COCCOC. Its spin multiplicity is 1. The maximum force is 2.40 eV Å⁻¹. As for the total energy: -52312.780 eV. The frontier orbital gap is 8.1 eV.

In the natural (NBO) picture, each atom carries the following charge in e: atom 1 (C): -0.61, atom 2 (C): -0.51, atom 3 (C): 0.81, atom 4 (O): -0.57, atom 5 (O): -0.53, atom 6 (C): -0.06, atom 7 (C): -0.47, atom 8 (C): -0.01, atom 9 (C): -0.08, atom 10 (C): -0.46, atom 11 (C): -0.15, atom 12 (C): -0.62, atom 13 (Cl): -0.09, atom 14 (C): 0.53, atom 15 (O): -0.51, atom 16 (C): -0.24, atom 17 (C): -0.24, atom 18 (C): 0.51, atom 19 (O): -0.49, atom 20 (H): 0.21, atom 21 (H): 0.21, atom 22 (H): 0.22, atom 23 (H): 0.24, atom 24 (H): 0.24, atom 25 (H): 0.20, atom 26 (H): 0.18, atom 27 (H): 0.25, atom 28 (H): 0.23, atom 29 (H): 0.24, atom 30 (H): 0.23, atom 31 (H): 0.23, atom 32 (H): 0.23, atom 33 (H): 0.22, atom 34 (H): 0.21, atom 35 (H): 0.23, atom 36 (H): 0.23, atom 37 (C): -0.26, atom 38 (O): -0.55, atom 39 (C): -0.09, atom 40 (C): -0.09, atom 41 (O): -0.55, atom 42 (C): -0.26, atom 43 (H): 0.20, atom 44 (H): 0.18, atom 45 (H): 0.16, atom 46 (H): 0.17, atom 47 (H): 0.18, atom 48 (H): 0.18, atom 49 (H): 0.18, atom 50 (H): 0.17, atom 51 (H): 0.18, atom 52 (H): 0.19, atom 53 (C): -0.26, atom 54 (O): -0.55, atom 55 (C): -0.09, atom 56 (C): -0.09, atom 57 (O): -0.55, atom 58 (C): -0.26, atom 59 (H): 0.19, atom 60 (H): 0.18, atom 61 (H): 0.17, atom 62 (H): 0.18, atom 63 (H): 0.18, atom 64 (H): 0.18, atom 65 (H): 0.18, atom 66 (H): 0.17, atom 67 (H): 0.18, atom 68 (H): 0.19

=====

The following is a quantum chemistry calculation of one molecule with the formula C22H37N3O3, from OMol25.

Positions of all 65 atoms, in Å:
C: -3.782 -2.294 0.173
C: -2.467 -2.275 0.946
C: -1.236 -2.726 0.135
C: -1.493 -4.106 -0.499
C: -1.966 -5.197 0.455
C: -0.949 -1.723 -1.009
C: 0.463 -1.772 -1.582
C: 0.010 -2.856 1.036
O: 0.709 -3.857 0.988
N: 0.362 -1.863 1.904
C: 1.604 -2.087 2.695
C: 1.620 -0.796 3.482
O: 2.785 -0.182 4.016
N: 2.463 1.203 4.035
C: 1.505 1.431 3.220
C: 0.912 2.800 3.129
N: 0.751 3.326 1.778
C: 1.421 2.878 0.676
O: 2.427 2.197 0.754
C: 0.808 3.243 -0.666
C: 1.905 3.676 -1.640
C: 1.350 4.267 -2.938
C: 1.096 3.256 -4.058
C: 0.471 1.932 -3.610
C: -0.596 2.059 -2.520
C: -0.015 2.024 -1.108
C: 1.163 0.190 2.452
C: -0.119 -0.460 1.985
H: -4.586 -1.899 0.795
H: -3.731 -1.676 -0.725
H: -4.067 -3.301 -0.131
H: -2.313 -1.259 1.310
H: -2.559 -2.904 1.835
H: -2.236 -3.967 -1.289
H: -0.575 -4.439 -0.982
H: -2.097 -6.135 -0.085
H: -1.233 -5.367 1.242
H: -2.924 -4.954 0.920
H: -1.668 -1.926 -1.806
H: -1.162 -0.703 -0.680
H: 0.566 -1.054 -2.399
H: 1.213 -1.525 -0.827
H: 0.708 -2.760 -1.974
H: 1.513 -2.995 3.284
H: 2.470 -2.181 2.036
H: 0.875 -0.856 4.291
H: -0.080 2.775 3.587
H: 1.537 3.460 3.734
H: -0.110 3.815 1.600
H: 0.122 4.091 -0.533
H: 2.521 4.423 -1.135
H: 2.565 2.828 -1.838
H: 0.423 4.803 -2.710
H: 2.040 5.025 -3.314
H: 0.450 3.726 -4.805
H: 2.038 3.038 -4.568
H: 0.046 1.438 -4.487
H: 1.254 1.261 -3.242
H: -1.191 2.967 -2.668
H: -1.294 1.223 -2.604
H: 0.629 1.141 -1.021
H: -0.833 1.894 -0.390
H: 1.872 0.160 1.616
H: -0.459 -0.101 1.021
H: -0.927 -0.355 2.715

As for the SMILES: CCC(CC)(CC)C(=O)N1C[C@H]2ON=C(CNC(=O)C3CCCCCC3)[C@@H]2C1. Its spin multiplicity is 1. The maximum force is 0.56 eV Å⁻¹. As for the total energy: -34026.563 eV. The frontier orbital gap is 9.6 eV.

In the natural (NBO) picture, each atom carries the following charge in e: atom 1 (C): -0.61, atom 2 (C): -0.40, atom 3 (C): -0.12, atom 4 (C): -0.40, atom 5 (C): -0.62, atom 6 (C): -0.39, atom 7 (C): -0.62, atom 8 (C): 0.71, atom 9 (O): -0.64, atom 10 (N): -0.45, atom 11 (C): -0.22, atom 12 (C): 0.09, atom 13 (O): -0.37, atom 14 (N): -0.09, atom 15 (C): 0.22, atom 16 (C): -0.25, atom 17 (N): -0.61, atom 18 (C): 0.70, atom 19 (O): -0.63, atom 20 (C): -0.29, atom 21 (C): -0.39, atom 22 (C): -0.41, atom 23 (C): -0.39, atom 24 (C): -0.41, atom 25 (C): -0.40, atom 26 (C): -0.40, atom 27 (C): -0.33, atom 28 (C): -0.20, atom 29 (H): 0.21, atom 30 (H): 0.20, atom 31 (H): 0.21, atom 32 (H): 0.20, atom 33 (H): 0.21, atom 34 (H): 0.20, atom 35 (H): 0.23, atom 36 (H): 0.21, atom 37 (H): 0.23, atom 38 (H): 0.19, atom 39 (H): 0.21, atom 40 (H): 0.19, atom 41 (H): 0.21, atom 42 (H): 0.21, atom 43 (H): 0.22, atom 44 (H): 0.22, atom 45 (H): 0.21, atom 46 (H): 0.16, atom 47 (H): 0.21, atom 48 (H): 0.23, atom 49 (H): 0.39, atom 50 (H): 0.19, atom 51 (H): 0.22, atom 52 (H): 0.22, atom 53 (H): 0.19, atom 54 (H): 0.22, atom 55 (H): 0.20, atom 56 (H): 0.20, atom 57 (H): 0.21, atom 58 (H): 0.20, atom 59 (H): 0.20, atom 60 (H): 0.21, atom 61 (H): 0.21, atom 62 (H): 0.20, atom 63 (H): 0.25, atom 64 (H): 0.22, atom 65 (H): 0.19

=====

The calculation returns the following E_HOMO values, one per record and in order: -9.15; -9.31 eV.